C65H61As3O2P3RbS5 as an isolated structure, computed with wB97M-V/def2-TZVPD.

Geometry as XYZ:
```
140
Properties=species:S:1:pos:R:3:mulliken_charge:R:1
Rb -0.884 -1.088 1.219 0.50
As -1.638 5.817 -2.928 0.18
As -3.164 -3.232 -0.835 0.58
As -3.538 -1.555 3.823 0.45
S -2.823 -3.171 2.434 -0.46
S 1.568 -2.095 -0.484 0.93
S -5.492 -0.981 3.112 -0.65
S -3.418 -2.331 5.808 -0.67
S -2.207 0.220 3.675 -0.39
P 1.638 -5.371 1.635 -0.52
P -1.185 1.889 -0.496 0.01
P 3.008 0.405 0.477 1.35
O -2.012 -2.047 -0.937 -0.73
O 1.693 -2.072 1.002 -0.13
C -3.755 0.984 0.198 -0.12
C 4.466 -0.731 2.646 -0.20
C 6.256 -5.049 1.255 -0.90
C 3.930 -2.909 -1.815 -0.65
C -0.896 3.301 -1.678 -1.75
C -0.949 4.222 3.481 -0.66
C -2.538 4.760 -4.310 0.11
C 1.409 -4.812 5.539 -0.87
C 2.319 0.234 3.128 -0.27
C -3.874 4.380 -4.198 -0.02
C -5.305 8.660 -1.889 -0.38
C -2.500 -4.944 -0.241 -0.73
C 1.734 -5.167 4.242 -0.83
C -1.802 4.315 -5.403 -0.34
C 4.574 -1.144 3.967 -0.87
C 2.429 -0.172 4.449 -0.91
C 4.065 1.891 0.238 0.03
C -1.198 2.834 1.073 1.20
C -4.460 3.575 -5.162 -0.58
C 4.113 -3.999 1.555 0.53
C 0.673 -6.175 -2.161 -0.85
C 5.058 2.307 1.123 -0.15
C -3.163 6.956 -2.466 -0.02
C -2.384 3.500 -6.366 -0.52
C -5.051 0.573 -0.086 -0.68
C 5.947 -1.618 -1.668 -0.93
C -3.561 -3.659 -2.705 -1.19
C 1.151 -3.750 -0.961 1.31
C 0.048 3.003 1.673 -0.72
C 0.650 -3.672 5.780 -0.83
C -1.819 4.495 -1.487 -0.78
C 4.540 3.817 -1.148 -0.61
C -4.726 1.117 -2.403 -0.44
C -2.938 1.486 -0.817 0.86
C 0.436 -5.014 -2.884 -0.86
C 0.290 -2.858 4.723 -0.83
C 0.667 -3.188 3.425 1.37
C -3.673 7.815 -3.439 -0.35
C 0.178 3.700 2.865 -0.22
C 5.535 4.215 -0.266 -0.52
C -5.540 0.644 -1.382 -0.81
C -4.801 7.816 -0.912 -0.73
C -3.715 3.131 -6.247 -0.49
C -4.738 8.656 -3.158 -0.58
C 5.641 -6.291 1.232 -0.59
C 5.266 -2.726 -2.144 -0.98
C -2.195 4.059 2.893 -0.78
C 3.337 -0.042 2.216 0.56
C -4.918 -2.813 -0.177 -0.65
C 1.296 -4.885 -0.163 0.46
C 5.488 -3.901 1.420 -0.42
C 5.298 -0.691 -0.861 -0.22
C 3.293 -1.983 -1.008 0.02
C -2.320 3.379 1.692 -0.22
C 3.556 -0.866 4.868 -0.48
C 3.806 2.668 -0.890 -0.52
C 3.481 -5.244 1.508 0.30
C -3.433 1.533 -2.122 -0.88
C 3.962 -0.852 -0.506 0.01
C 5.788 3.461 0.872 -0.67
C 0.668 -3.800 -2.268 -0.90
C 4.258 -6.385 1.357 -0.45
C 1.053 -6.097 -0.832 -0.40
C 1.356 -4.363 3.154 0.79
C -3.736 6.969 -1.198 0.00
H -5.240 7.805 0.078 0.39
H -1.795 3.150 -7.206 0.40
H 6.553 3.776 1.571 0.40
H 5.771 -3.456 -2.764 0.42
H -2.863 4.176 -1.444 0.47
H 3.617 -1.229 5.886 0.39
H -4.863 -2.278 0.773 -0.19
H -5.128 9.309 -3.929 0.37
H 1.153 3.799 3.329 0.40
H 5.250 -0.979 1.939 0.74
H -0.760 4.602 -5.498 0.35
H -3.370 6.308 -0.422 0.44
H 5.439 -1.715 4.282 0.35
H -1.583 4.992 -0.546 0.74
H -0.862 4.726 4.436 0.35
H -4.320 -4.439 -2.798 0.39
H -5.635 0.170 0.737 0.20
H 0.311 -3.433 6.780 0.43
H 4.323 4.410 -2.028 0.41
H -5.091 1.160 -3.423 0.47
H 1.603 0.004 5.127 0.40
H -1.799 -5.298 -1.000 0.06
H 0.922 2.563 1.203 -0.07
H 6.101 5.118 -0.457 0.37
H 1.705 -5.458 6.358 0.38
H 5.840 0.175 -0.504 0.46
H -6.551 0.315 -1.599 0.38
H 6.235 -7.190 1.116 0.39
H 6.990 -1.470 -1.921 0.37
H 0.147 3.595 -1.531 0.87
H -5.496 3.278 -5.055 0.40
H -3.910 -2.747 -3.188 0.32
H -5.441 -3.758 -0.023 0.45
H -4.459 4.704 -3.345 0.33
H 3.776 -7.357 1.333 0.36
H -2.019 -4.830 0.728 0.09
H -3.303 3.226 1.265 0.55
H -2.813 1.890 -2.936 0.36
H 5.963 -2.927 1.445 0.36
H 0.054 -5.052 -3.897 0.40
H -2.635 -3.986 -3.180 0.19
H -5.419 -2.225 -0.948 0.28
H 3.511 -3.113 1.719 0.06
H -3.334 -5.639 -0.147 0.46
H 1.400 0.711 2.805 0.16
H 3.396 -3.782 -2.168 0.43
H 5.250 1.729 2.019 0.33
H -3.242 7.813 -4.434 0.33
H 7.333 -4.974 1.153 0.39
H 1.135 -7.015 -0.261 0.31
H 0.504 -7.145 -2.610 0.38
H -0.336 -1.984 4.878 0.54
H -6.139 9.314 -1.666 0.36
H -3.405 0.890 1.229 0.15
H 0.432 -2.484 2.654 -0.56
H -3.082 4.429 3.392 0.42
H -4.171 2.490 -6.992 0.38
H -0.959 2.895 -2.692 0.52
H 3.012 2.369 -1.566 0.36
H 2.258 -6.102 4.067 0.33
H 0.467 -2.866 -2.781 0.40
```

Properties
* energy relative to the best compared isomer or geometry (same formula, charge and spin): 14.33 kcal/mol
* orbital gap: 3.68 eV
* total charge: -2
* calculated total energy: -337705.712 eV